<i>
DFT (ωB97M-V/def2-TZVPD) results for 2 unconnected molecules or ions with the total composition C5H14S.

Values from the calculation:
LUMO level = 0.035 Ha
total charge = 0
structure (SMILES) = CCC.CSC
gap between HOMO and LUMO = 9.320 eV

Element x y z (Å)
C -2.18 -0.34 -0.30
C -1.39 0.60 0.67
C -2.12 1.50 1.67
H -2.25 0.27 -1.19
H -1.73 -1.31 -0.47
H -3.21 -0.45 0.05
H -0.84 1.26 0.01
H -0.66 -0.01 1.21
H -2.07 0.99 2.63
H -3.17 1.68 1.43
H -1.71 2.49 1.89
C 2.31 -1.43 -2.07
S 3.20 -0.11 -1.31
C 2.46 0.00 0.33
H 1.39 -1.14 -2.58
H 2.93 -1.94 -2.80
H 2.02 -2.13 -1.29
H 2.46 1.02 0.73
H 3.10 -0.58 1.00
H 1.45 -0.38 0.40

<ii>
DFT (ωB97M-V/def2-TZVPD) results for 2 unconnected molecules or ions with the total composition C5H14S.

Values from the calculation:
LUMO level = 0.035 Ha
total charge = 0
structure (SMILES) = CCC.CSC
gap between HOMO and LUMO = 9.366 eV

Element x y z (Å)
C -0.87 1.03 -0.79
C -2.09 1.40 -1.65
C -2.57 0.32 -2.59
H -1.13 0.41 0.11
H -0.32 1.93 -0.53
H -0.26 0.24 -1.26
H -2.88 1.74 -0.97
H -1.76 2.31 -2.14
H -1.95 0.38 -3.51
H -2.41 -0.70 -2.27
H -3.60 0.57 -2.87
C 1.30 -1.38 3.02
S 2.68 -2.18 2.09
C 3.07 -0.74 1.12
H 1.78 -0.55 3.53
H 0.48 -1.12 2.36
H 0.98 -2.07 3.83
H 2.54 -0.90 0.18
H 4.12 -0.89 0.73
H 2.90 0.20 1.61

<iii>
DFT (ωB97M-V/def2-TZVPD) results for 2 unconnected molecules or ions with the total composition C5H14S.

Values from the calculation:
LUMO level = 0.034 Ha
total charge = 0
structure (SMILES) = CCSC.CC
gap between HOMO and LUMO = 9.252 eV

Element x y z (Å)
C 1.35 -0.34 2.14
C 0.49 -1.07 1.15
S 1.09 -1.12 -0.61
C 2.26 0.26 -0.73
H 1.03 -0.59 3.16
H 1.23 0.75 2.15
H 2.42 -0.50 2.09
H 0.42 -2.13 1.39
H -0.54 -0.72 1.14
H 2.37 0.87 0.16
H 3.22 -0.13 -1.07
H 1.91 0.92 -1.53
C -2.51 0.88 -0.80
C -3.52 1.99 -0.57
H -1.62 1.12 -1.39
H -2.12 0.46 0.13
H -3.00 0.07 -1.34
H -3.04 2.96 -0.37
H -4.17 1.77 0.26
H -3.99 2.21 -1.54

Result of the stability comparison: <ii> is the least stable of them.